This record from the OMol25 dataset describes a structure of composition C28H59ClOP2Si2Sn in a non-equilibrium geometry. The level of theory is ωB97M-V with the def2-TZVPD basis set.

Cartesian coordinates (Å):
Sn -0.150 0.080 1.119
Cl -2.419 0.135 1.698
P -0.794 3.035 0.020
P -0.784 -2.989 0.551
Si 1.538 2.749 -2.223
Si 1.548 -3.105 -1.710
O 0.659 0.281 2.960
C -1.145 -3.989 2.132
C 3.414 -3.114 -1.576
C 0.934 -4.312 -2.982
C 1.007 -1.362 -2.165
C -0.177 0.446 -2.982
C -1.670 5.175 -1.614
C -3.369 3.400 -1.160
C -0.336 5.586 1.435
C -0.338 -5.256 2.385
C 3.406 2.792 -2.099
C -1.010 3.629 2.784
C -1.674 -5.372 -0.690
C -1.881 3.682 -1.391
C 1.736 -0.166 -1.881
C 1.005 0.959 -2.368
C 0.899 -3.552 0.033
C 2.740 -0.979 2.326
C 0.919 3.723 -3.683
C -3.366 -3.539 -0.552
C -1.149 4.298 1.403
C 2.111 0.270 2.987
C 2.760 1.374 2.118
C -1.878 -3.861 -0.727
C 0.894 3.496 -0.586
C -1.005 -3.093 3.378
C -4.494 -0.101 -1.351
C 2.500 0.394 4.469
C -0.177 -0.967 -2.857
H -3.948 4.071 -1.808
H -0.079 3.050 2.867
H 3.792 -4.146 -1.622
H 0.983 4.593 -0.643
H -0.702 6.181 2.285
H 1.310 -4.027 -3.973
H 0.724 5.374 1.628
H 3.741 -2.670 -0.625
H -3.946 -4.316 -1.070
H -2.211 -4.247 2.006
H 2.340 2.369 2.296
H 1.363 3.323 -4.605
H -1.543 -3.447 -1.689
H -2.214 4.533 1.235
H -0.643 -5.693 -0.893
H -0.426 6.213 0.548
H 3.865 1.408 2.273
H -0.985 4.419 3.545
H -3.641 -2.568 -0.978
H 2.564 -0.966 1.227
H -0.170 3.690 -3.800
H -0.636 5.452 -1.863
H -1.855 2.972 3.016
H 2.307 -1.919 2.678
H 2.064 1.309 4.899
H -4.490 0.813 -0.761
H 3.845 -1.002 2.478
H -1.990 -5.774 0.285
H -4.523 -0.919 -0.636
H 3.601 0.398 4.588
H 2.053 -0.429 5.046
H -3.662 3.603 -0.121
H 3.739 2.518 -1.087
H -2.319 -5.828 -1.455
H 2.702 -0.123 -1.382
H -0.705 -5.695 3.325
H -1.991 5.742 -0.727
H 1.309 -5.320 -2.760
H 0.988 -4.642 0.165
H 3.862 2.093 -2.815
H 2.585 1.169 1.037
H -3.660 -3.554 0.507
H 1.589 3.174 0.207
H 3.779 3.803 -2.321
H -0.946 1.048 -3.459
H 1.222 4.776 -3.596
H -2.307 5.493 -2.453
H -0.073 -2.509 3.361
H -3.645 2.368 -1.407
H 1.598 -3.100 0.755
H -1.849 -2.407 3.494
H -1.549 3.107 -2.267
H 0.723 -5.021 2.537
H -0.158 -4.363 -3.044
H -0.433 -6.027 1.619
H -3.543 -0.158 -1.892
H -0.980 -3.740 4.263
H -0.946 -1.649 -3.220
H 3.871 -2.546 -2.398

Forces on the atoms, in the same order (eV/Å):
Sn 0.5 0.0 -1.1
Cl -1.1 0.0 0.5
P -0.1 0.5 -0.1
P -0.2 -0.5 0.1
Si -0.1 -0.1 0.8
Si -0.2 0.3 0.8
O 1.3 0.0 -0.1
C -0.2 0.4 -0.3
C 0.2 -0.1 -0.1
C 0.0 -0.2 -0.4
C 1.3 0.5 0.5
C -1.4 -3.0 -0.3
C -0.2 0.2 -0.3
C 0.0 0.0 0.0
C 0.0 0.3 0.2
C 0.0 -0.2 0.2
C 0.2 0.0 -0.1
C -0.1 0.0 -0.1
C -0.2 -0.3 -0.3
C 0.4 -0.2 0.5
C -0.5 0.5 -0.4
C 1.9 -0.7 0.9
C 0.0 -0.2 0.1
C 0.0 -0.7 -0.1
C 0.0 0.1 -0.4
C 0.0 0.0 0.0
C -0.2 -0.5 -0.2
C 0.0 0.0 -0.3
C 0.0 0.6 -0.2
C 0.4 0.2 0.5
C -0.1 0.2 0.1
C -0.1 0.0 -0.1
C 1.9 0.1 1.5
C 0.0 0.0 -0.1
C -1.3 2.6 -0.8
H 0.0 -0.2 0.2
H -0.2 0.1 0.0
H 0.0 0.3 0.1
H 0.1 -0.2 -0.1
H 0.2 -0.1 -0.2
H -0.1 -0.1 0.1
H -0.1 0.1 -0.1
H -0.1 -0.1 -0.2
H 0.0 0.2 0.1
H 0.3 0.0 0.1
H 0.1 0.0 0.3
H -0.1 0.1 0.1
H -0.1 -0.2 0.1
H 0.3 0.1 0.1
H -0.3 0.1 0.1
H 0.1 -0.1 0.0
H -0.8 0.0 0.0
H 0.0 -0.2 0.0
H 0.2 -0.3 0.2
H 0.1 0.1 0.6
H 0.2 0.0 0.0
H -0.3 -0.1 0.1
H 0.3 -0.1 -0.1
H 0.1 0.0 0.3
H 0.3 -0.1 -0.3
H -0.8 0.2 -0.4
H -0.8 0.0 0.0
H 0.1 0.1 -0.4
H -0.8 -0.2 -0.4
H -0.5 0.0 0.1
H 0.3 0.1 -0.3
H 0.0 -0.1 -0.2
H -0.1 0.1 -0.3
H 0.2 0.0 0.1
H -0.2 0.0 -0.1
H 0.2 0.0 -0.2
H 0.1 -0.1 -0.3
H -0.1 0.2 0.0
H 0.1 0.2 -0.1
H -0.1 0.2 0.2
H 0.1 0.0 0.6
H 0.0 0.0 -0.2
H -0.1 0.0 -0.2
H 0.0 -0.3 0.1
H 0.1 -0.2 0.1
H -0.1 -0.2 0.0
H 0.2 0.1 0.1
H -0.2 -0.1 0.0
H 0.2 0.4 0.1
H -0.1 -0.1 -0.2
H 0.2 0.1 -0.1
H -0.1 0.2 0.1
H -0.2 -0.1 -0.1
H 0.2 0.0 0.0
H 0.1 0.2 0.0
H -0.5 0.0 -0.6
H 0.0 0.2 0.0
H 0.2 0.3 0.0
H -0.1 -0.2 0.2

As for the gap between HOMO and LUMO (alpha / beta): 4.81 / 6.82 eV. As for the multiplicity: 1.

This record from the OMol25 dataset describes a structure of composition C16H25BrGaN5OP. The level of theory is ωB97M-V with the def2-TZVPD basis set.

Cartesian coordinates (Å):
Br -0.922 5.254 0.011
Ga 0.303 4.370 1.932
P 2.577 4.766 1.401
O 2.777 6.243 2.168
N -0.929 0.820 3.277
N 3.221 3.660 2.597
N 0.357 2.336 -1.535
N 0.215 -4.395 -2.846
N -3.532 -0.918 -0.055
C -1.342 -0.484 3.234
C 0.788 0.375 -2.474
C -0.064 0.997 4.316
C -0.734 -1.147 4.268
C -2.175 -0.979 -0.207
C -0.213 1.209 -2.044
C 1.713 2.249 -1.632
C 0.142 -3.342 -3.716
C 0.079 -0.205 4.959
C -1.874 -2.191 -0.768
C 2.018 1.043 -2.217
C 1.240 -3.396 -4.532
C -4.106 -2.073 -0.512
C 2.005 -4.528 -4.137
C -3.101 -2.887 -0.960
C 1.347 -5.122 -3.094
H -4.031 -0.136 0.327
H 2.618 2.867 2.781
H 2.343 3.051 -1.279
H 0.641 -0.600 -2.909
H 0.377 1.963 4.498
H -5.173 -2.217 -0.481
H -0.877 -2.523 -1.008
H -3.236 -3.871 -1.381
H -0.678 -2.646 -3.674
H -0.158 5.210 3.202
H 0.705 -0.391 5.815
H -0.457 -4.593 -2.128
H -1.171 1.549 2.627
H 1.474 -2.696 -5.317
H 2.045 6.445 2.764
H -0.159 3.107 -1.130
H 1.590 -5.991 -2.506
H 4.122 3.300 2.310
H -0.849 -2.195 4.495
H -0.035 2.812 2.044
H -1.282 1.086 -2.047
H 3.010 0.678 -2.426
H 2.937 -4.861 -4.564
H -1.532 -0.166 0.084
H -2.012 -0.839 2.471

Forces on the atoms, in the same order (eV/Å):
Br -0.1 -0.1 -0.1
Ga 0.0 -0.1 0.0
P 0.1 -0.1 0.2
O -0.1 0.2 -0.1
N -0.2 -0.4 0.2
N 0.0 -0.1 -0.3
N -0.1 0.0 0.0
N 0.0 0.0 0.0
N 0.0 0.0 0.0
C 0.1 0.2 0.1
C 0.0 0.1 0.0
C 0.0 0.1 -0.1
C 0.0 0.0 0.1
C -0.1 -0.1 -0.1
C -0.1 -0.1 0.0
C 0.0 0.0 0.0
C -0.1 0.0 0.0
C 0.0 -0.1 0.0
C 0.0 0.0 0.0
C 0.0 0.0 0.0
C 0.0 0.0 0.0
C 0.0 0.0 0.0
C 0.0 0.0 0.0
C 0.1 0.0 0.0
C 0.0 0.0 0.0
H 0.0 0.0 0.0
H 0.0 0.0 0.1
H 0.0 0.0 0.0
H 0.1 0.0 0.0
H 0.0 0.0 0.0
H 0.0 0.0 0.0
H 0.0 0.0 0.0
H 0.0 0.0 0.0
H 0.0 0.0 0.0
H 0.0 0.1 0.0
H 0.0 0.0 0.0
H 0.0 0.0 0.0
H 0.1 0.1 -0.1
H 0.0 0.0 0.0
H 0.1 -0.1 0.1
H 0.1 0.1 0.0
H 0.0 0.0 0.0
H 0.0 0.0 0.1
H 0.0 0.0 0.0
H 0.0 0.2 -0.2
H 0.0 0.0 -0.1
H 0.0 0.0 0.0
H 0.0 0.0 0.0
H 0.0 0.0 0.0
H 0.0 0.0 0.0

Its net charge is -1. As for the gap between HOMO and LUMO: 7.06 eV. As for the multiplicity: 1.

This record from the OMol25 dataset describes the molecule C5H10N2 in a non-equilibrium geometry. The level of theory is ωB97M-V with the def2-TZVPD basis set.

Cartesian coordinates (Å):
N -2.215 -1.386 0.412
N 1.688 1.286 0.713
C -1.006 1.267 -0.596
C 1.209 0.170 0.064
C -0.826 -1.058 0.427
C -0.298 0.056 -0.071
C 2.019 -0.719 -0.527
H -2.410 -2.351 0.154
H -0.248 -1.900 0.800
H 1.086 1.586 1.475
H 1.629 -1.588 -1.045
H 3.098 -0.605 -0.506
H -1.198 1.984 0.208
H -2.826 -0.734 -0.072
H -0.405 1.769 -1.363
H -1.961 1.008 -1.061
H 2.663 1.214 0.988

Forces on the atoms, in the same order (eV/Å):
N 0.4 0.2 0.1
N 0.0 0.7 0.7
C -0.2 -0.1 -0.2
C -0.6 -1.0 -1.0
C -1.9 -0.8 -0.9
C 1.8 0.1 1.0
C 0.0 -0.2 0.0
H 0.1 0.4 0.1
H 0.3 0.5 0.0
H 0.3 0.0 -0.2
H 0.0 0.3 -0.1
H 0.0 0.0 0.2
H -0.1 0.0 -0.1
H 0.3 -0.2 0.1
H 0.0 -0.1 0.2
H 0.0 0.0 0.1
H -0.3 0.1 -0.1

As for the SMILES: C=C(N)/C(C)=C/N. As for the gap between HOMO and LUMO: 8.74 eV. The value obtained for the relative energy (zero: lowest compared OMol25 entry of this formula, charge and spin) is 81.0 kJ/mol. As for the multiplicity: 1.

This record from the OMol25 dataset describes the molecule CH2FOPS in a non-equilibrium geometry. The level of theory is ωB97M-V with the def2-TZVPD basis set.

Cartesian coordinates (Å):
S -2.916 -0.227 0.467
P -1.487 1.259 -0.563
F -3.020 -1.100 -0.967
O -4.126 0.516 0.713
C -0.238 0.144 -0.305
H 0.528 0.361 -0.942
H -0.225 -0.834 0.206

Forces on the atoms, in the same order (eV/Å):
S 1.1 0.6 -1.0
P 0.3 -2.4 1.2
F -0.3 0.5 0.8
O -0.8 -0.2 0.0
C -2.9 0.3 0.4
H 2.7 0.4 -1.1
H -0.2 0.7 -0.2

As for the SMILES: C=P#S(=O)F. As for the gap between HOMO and LUMO: 8.64 eV. The value obtained for the relative energy (zero: lowest compared OMol25 entry of this formula, charge and spin) is 228.1 kJ/mol. As for the multiplicity: 1.

- Number 2 is which compound?
  C16H25BrGaN5OP

- Number 3 is which compound?
  C5H10N2